i | C6H12NOS as an isolated structure, computed with ωB97M-V/def2-TZVPD.

Calculated values
**Kohn-Sham gap**: 0.37124 hartree
**HOMO energy**: -13.01 eV
**Charge**: +1

Cartesian coordinates (Å):
C -0.4738 0.0365 3.1392
C 1.8231 0.3814 -3.2891
C -1.2834 0.6418 1.9864
C -0.1525 -1.1419 2.2133
C 0.8346 0.4177 -4.4627
C 0.7816 0.0781 -2.2653
N -0.9935 -0.5461 1.1297
O 0.7701 -0.1096 -1.0673
S -0.5903 0.1117 -3.3581
H 0.3861 0.6235 3.4495
H -1.0561 -0.2239 4.0193
H 2.6031 -0.3782 -3.3638
H 2.3124 1.3389 -3.0956
H -2.3470 0.7827 2.1735
H -0.8654 1.5559 1.5683
H 0.8923 -1.2187 1.9141
H -0.5056 -2.1162 2.5464
H 0.7472 1.3691 -4.9780
H 0.9415 -0.3875 -5.1835
H -1.8119 -1.0958 0.8640
H -0.4381 -0.3442 0.2588



ii | A 2-piece molecular cluster, C6H12NOS overall, computed with ωB97M-V/def2-TZVPD.

Calculated values
**Kohn-Sham gap (alpha / beta)**: 0.28490 / 0.28485 hartree
**HOMO energy (alpha / beta)**: -13.70 / -13.69 eV
**Charge**: +1

Cartesian coordinates (Å):
C 2.3710 0.3828 0.6075
C 1.7252 -0.3089 -0.6046
C 0.8213 0.3891 0.4087
C -1.1245 0.3815 -1.8424
C -1.4833 -1.0066 0.0102
C 0.1040 -0.4326 1.4147
N -1.7329 0.1363 -0.5518
O -2.2970 1.0924 0.1385
S -0.8304 0.1196 2.7543
H 2.6127 -0.1354 1.5596
H 2.8028 1.3786 0.4601
H 1.7806 0.0045 -1.6745
H 1.8163 -1.4001 -0.6252
H 0.2974 1.3672 0.1338
H -0.5717 1.2894 -1.9929
H -1.9918 0.5121 -2.5242
H -0.5803 -0.5398 -2.1623
H -2.2172 -1.2685 0.8579
H -1.2135 -2.0000 -0.4759
H 0.5074 -1.4739 1.6782
H -0.7960 1.5121 2.4304



Energies relative to the most stable structure are i 0.0; ii 126.1, reported in kcal/mol.



i | One molecule with the formula C9H13N3, computed with ωB97M-V/def2-TZVPD.

Calculated values
**Kohn-Sham gap (alpha / beta)**: 0.24953 / 0.24947 hartree
**HOMO energy (alpha / beta)**: -6.16 / -6.16 eV
**Charge**: 0

Cartesian coordinates (Å):
C 1.3629 -2.0442 -0.2161
C 1.6168 0.8499 0.5136
C -1.8931 0.3847 -0.1115
C 0.2022 -1.4035 -0.1937
C 0.4310 0.4585 0.0958
C 2.6673 -1.2927 -0.3423
C 2.7856 -0.0780 0.6050
C -0.7268 2.5472 -0.3486
C -3.2371 -1.5971 0.1712
N -1.0075 -1.8375 -0.0069
N -0.8235 1.1511 0.0320
N -1.9460 -0.9260 0.1227
H 1.2711 -3.1059 -0.5396
H 1.7528 1.8982 0.9547
H -2.8701 0.8907 0.0108
H 3.5140 -2.0469 -0.4298
H 2.6333 -0.7509 -1.3416
H 3.7422 0.3511 0.4141
H 3.0149 -0.3136 1.5945
H -1.8178 3.0412 -0.2576
H 0.1223 3.0619 0.2777
H -0.3418 2.5856 -1.4153
H -3.8941 -0.9086 -0.2797
H -3.5804 -1.7180 1.1563
H -3.0640 -2.5530 -0.1152



ii | One molecule with the formula C9H13N3, computed with ωB97M-V/def2-TZVPD.

Calculated values
**Kohn-Sham gap**: 0.32648 hartree
**HOMO energy**: -8.09 eV
**Charge**: 0
**SMILES**: Cc1cccc(/N=N/N(C)C)c1

Cartesian coordinates (Å):
C -3.5799 -2.2984 -0.0360
C -1.8664 -2.0834 -0.2649
C -1.0832 -2.8988 0.4326
C 0.0923 -2.5887 0.8988
C 0.4995 -1.3742 0.6550
C -0.0985 -0.5118 -0.3982
N 0.1673 1.0041 -0.4045
N 1.1991 1.3082 0.1647
N 1.8205 2.4516 -0.2033
C 2.8187 2.9262 0.8283
C 1.0122 3.3810 -1.2185
C -1.2793 -0.8761 -0.8050
H -3.4747 -3.2106 0.6651
H -4.2435 -1.5440 0.8078
H -4.3660 -2.1483 -1.0633
H -1.4773 -3.7423 1.1744
H 0.7221 -3.2795 1.8414
H 1.5341 -1.0080 1.0779
H 3.5968 3.5629 0.2516
H 2.5602 3.7368 1.5473
H 3.2402 2.0899 1.2621
H 1.4237 4.3757 -1.4443
H 0.0697 3.0079 -0.5644
H 0.9467 2.7662 -2.0106
H -1.9330 -0.0089 -0.9953



Energies relative to the most stable structure are i 0.0; ii 77.8, reported in kcal/mol.



i | A 2-piece molecular cluster, C7H15N5O2 overall, computed with ωB97M-V/def2-TZVPD.

Calculated values
**Kohn-Sham gap**: 0.17930 hartree
**HOMO energy**: -14.54 eV
**Charge**: +2

Cartesian coordinates (Å):
C 4.4451 -2.4580 2.6771
C 4.4292 -1.1851 2.2413
C 3.0870 -2.9414 2.6938
C 3.0373 -0.7979 2.0206
C -2.1763 1.8705 -1.1917
C -1.5436 -1.3272 -1.4130
C -0.9549 -0.8280 -0.1550
N 2.3927 0.2459 1.7295
N -2.5724 2.7322 -2.1910
N -0.8221 1.4901 -1.0637
N -3.9011 2.9893 -2.4070
N -0.3740 0.4513 -0.1358
O -3.0258 1.2020 -0.4628
O 2.3092 -1.9774 2.2634
H 5.3922 -3.0789 2.8047
H 5.3234 -0.5661 2.1200
H 2.7340 -3.9432 2.9229
H -0.9102 -1.1346 -2.2717
H -1.6597 -2.4314 -1.4833
H -2.4443 -0.9624 -1.6087
H -0.0629 -1.3370 0.3388
H -1.7721 -0.9077 0.5666
H 2.9574 1.1745 1.8836
H -1.8038 3.3237 -2.5726
H 0.0160 1.8623 -1.4994
H -4.1530 3.9774 -2.5789
H -3.9891 1.4357 -0.6118
H -4.2312 2.4886 -3.1932
H 0.2732 0.6329 0.5772



ii | An isolated ion of composition C7H15N5O2 and charge +2, computed with ωB97M-V/def2-TZVPD.

Calculated values
**Kohn-Sham gap (alpha / beta)**: 0.33243 / 0.33245 hartree
**HOMO energy (alpha / beta)**: -16.19 / -16.19 eV
**Charge**: +2
**SMILES**: N[C@@]1(NC=[NH2+])C=CC(CC[NH3+])=[N+]([O-])O1

Cartesian coordinates (Å):
N -2.8491 1.3864 -0.4721
C -1.6491 0.7480 -0.3971
N -1.8006 -0.2179 0.8733
C -2.9125 -0.8446 1.2160
N -4.0105 -1.0125 0.5505
C -1.3339 -0.1614 -1.5473
C -0.0588 -0.6042 -1.5825
C 0.9602 -0.1085 -0.6064
C 2.1878 -0.8678 -0.4593
C 3.0504 -0.5142 0.6590
N 3.7981 0.7435 0.4020
N 0.7800 1.0285 0.0033
O 1.5172 1.6515 0.7840
O -0.5356 1.5503 -0.0943
H -3.1899 1.7001 0.4106
H -2.6792 2.1528 -1.1646
H -1.1257 0.0983 1.5648
H -2.8161 -1.3703 2.2437
H -4.6574 -1.7109 0.9221
H -4.0232 -0.6743 -0.3646
H -2.0668 -0.3957 -2.3349
H 0.2126 -1.3728 -2.2190
H 2.9036 -0.7731 -1.2762
H 1.9592 -1.9553 -0.5409
H 2.5935 -0.2513 1.6375
H 3.8336 -1.1981 0.9354
H 3.0703 1.4917 0.3049
H 4.1318 0.6766 -0.4944
H 4.7101 0.8051 1.0463



Energies relative to the most stable structure are i 18.4; ii 0.0, reported in kcal/mol.



i | One molecule with the formula C5H5NO, computed with ωB97M-V/def2-TZVPD.

Calculated values
**Kohn-Sham gap**: 0.31469 hartree
**HOMO energy**: -8.35 eV
**Charge**: 0
**SMILES**: N#C[C@H]1O[C@H]2C[C@H]21

Cartesian coordinates (Å):
N -1.3679 1.9747 0.1410
C -0.2108 2.0376 0.0496
C 0.5460 0.9050 -0.6169
O 1.5688 0.2539 0.0822
C 0.8816 -0.9331 0.3506
C -0.5220 -0.8202 0.7529
C -0.4760 -0.2019 -0.5924
H 0.8995 1.2122 -1.6004
H 1.5731 -1.7484 0.6224
H -0.9749 -1.8091 0.6639
H -0.8452 -0.3014 1.6520
H -1.0786 -0.4400 -1.4680



ii | C5H5NO as an isolated structure, computed with ωB97M-V/def2-TZVPD.

Calculated values
**Kohn-Sham gap**: 0.39596 hartree
**HOMO energy**: -10.16 eV
**Charge**: 0

Cartesian coordinates (Å):
O -2.0631 0.0085 -0.4586
C -1.0746 -0.6348 0.2982
C 0.3805 -0.3807 -0.2444
C 0.6857 1.0655 -0.1533
C 0.8494 2.2571 -0.0119
C 1.4019 -1.2933 0.1842
N 2.2036 -2.1211 0.3026
H -1.8917 0.9605 -0.4187
H -1.1455 -0.3158 1.3589
H -1.2851 -1.7036 0.2783
H 0.8944 -1.1564 -1.2076
H 1.0446 3.3141 0.0722



iii | One molecule with the formula C5H5NO, computed with ωB97M-V/def2-TZVPD.

Calculated values
**Kohn-Sham gap**: 0.37483 hartree
**HOMO energy**: -9.99 eV
**Charge**: 0
**SMILES**: O=C1N=C[C@H]2C[C@@H]12

Cartesian coordinates (Å):
O -1.1845 -0.9306 -2.1809
C -0.4032 -0.7020 -1.2902
N -0.2064 -1.7438 -0.3017
C -0.3837 -1.1502 0.8224
C -0.2463 0.3656 0.8234
C 1.0590 0.7956 0.1799
C -0.1752 0.6748 -0.6566
H -0.3325 -1.7523 1.7370
H -0.7161 1.0418 1.5469
H 1.8348 0.0424 0.0528
H 1.4148 1.8060 0.3572
H -0.6606 1.5529 -1.0902



Energies relative to the most stable structure are i 82.0; ii 68.8; iii 0.0, reported in kcal/mol.



i | One molecule with the formula C5H5NO, computed with ωB97M-V/def2-TZVPD.

Calculated values
**Kohn-Sham gap**: 0.37221 hartree
**HOMO energy**: -10.05 eV
**Charge**: 0
**SMILES**: C#CC(=O)[C@H]1CN1

Cartesian coordinates (Å):
C 2.7683 -0.6965 -0.1350
C 1.7971 -0.1334 0.3027
C 0.5306 0.4065 0.7863
O 0.2756 0.5109 1.9683
C -0.4682 0.7107 -0.2890
C -1.4249 -0.3887 -0.5855
N -1.8621 0.8272 0.0796
H 3.6311 -1.2040 -0.5087
H -0.1239 1.3580 -1.0941
H -1.3264 -1.3074 -0.0085
H -1.7735 -0.5205 -1.6057
H -1.9521 0.6754 1.0827



ii | A 2-piece molecular cluster, C5H5NO overall, computed with ωB97M-V/def2-TZVPD.

Calculated values
**Kohn-Sham gap (alpha / beta)**: 0.25785 / 0.25790 hartree
**HOMO energy (alpha / beta)**: -8.76 / -8.76 eV
**Charge**: 0

Cartesian coordinates (Å):
O -1.6534 -0.3317 -0.9600
C -1.1046 -0.7585 0.2681
C 0.1597 -0.1560 0.7427
C 0.4002 1.1631 0.4594
C 0.5307 2.3727 0.2692
C 1.6202 -1.2337 -0.3975
N 2.6225 -1.6479 -0.0024
H -1.5679 0.6321 -1.0018
H -1.7591 -0.5160 1.1347
H -1.0607 -1.8516 0.2238
H 0.8661 -1.0220 -1.1512
H 0.9464 3.3495 0.4148



Energies relative to the most stable structure are i 0.0; ii 77.9, reported in kcal/mol.



i | A 2-piece molecular cluster, C5H5NO overall, computed with ωB97M-V/def2-TZVPD.

Calculated values
**Kohn-Sham gap**: 0.30348 hartree
**HOMO energy**: -8.95 eV
**Charge**: 0

Cartesian coordinates (Å):
O 1.8104 1.1820 1.7709
C 1.3272 0.7113 0.8345
C -0.1338 -0.3922 0.9182
C -1.2316 0.3727 0.2219
C -0.5634 -0.8352 -0.2966
C 0.8088 -0.1677 -1.7288
N 0.7751 -0.5072 -2.8422
H 1.2476 0.4212 -0.8341
H -0.0293 -0.8772 1.8800
H -0.9476 1.3480 -0.1947
H -2.2616 0.3250 0.5734
H -0.8378 -1.7702 -0.7590



ii | A 2-piece molecular cluster, C5H5NO overall, computed with ωB97M-V/def2-TZVPD.

Calculated values
**Kohn-Sham gap**: 0.38652 hartree
**HOMO energy**: -9.56 eV
**Charge**: 0

Cartesian coordinates (Å):
O -0.9427 -1.4879 2.3994
C -1.5592 -1.6623 1.4632
C -0.4005 0.6742 -0.1301
C 0.9052 1.0228 0.5113
C 0.9338 0.6173 -0.9263
C 0.0327 -0.5087 -0.8639
N -0.2340 -1.6421 -1.3629
H -1.1369 -1.9610 -1.0095
H -1.2571 1.3208 -0.2833
H 1.3207 0.3477 1.2585
H 1.0839 2.0785 0.7221
H 1.2541 1.2008 -1.7785



iii | One molecule with the formula C5H5NO, computed with ωB97M-V/def2-TZVPD.

Calculated values
**Kohn-Sham gap**: 0.41277 hartree
**HOMO energy**: -10.84 eV
**Charge**: 0

Cartesian coordinates (Å):
C 0.9505 -0.6443 -1.0232
C 0.0040 -0.3275 0.1138
O 0.5479 -0.8603 1.2906
C -0.2929 1.1133 0.2629
C -0.5352 2.2854 0.3647
C -2.1301 -1.1449 0.5918
N -1.2814 -0.9851 -0.2295
H 0.4702 -0.2812 -1.9345
H 1.9436 -0.2082 -0.8820
H 1.0113 -1.7350 -1.0494
H 0.0845 -0.5394 2.0817
H -0.7724 3.3272 0.4130



iv | One molecule with the formula C5H5NO, computed with ωB97M-V/def2-TZVPD.

Calculated values
**Kohn-Sham gap**: 0.35707 hartree
**HOMO energy**: -9.21 eV
**Charge**: 0

Cartesian coordinates (Å):
O -1.6654 -1.4686 1.0437
C -0.3476 -1.1508 1.1252
C 0.3597 0.0425 -2.1093
C 0.5674 0.9363 -1.1773
N 0.7354 1.7394 -0.2630
C 0.1508 0.0465 1.3482
C 0.6171 1.2444 1.0895
H -2.1745 -0.6455 1.0616
H 0.2833 -2.0297 1.0239
H 1.1850 -0.5278 -2.5194
H -0.6486 -0.1485 -2.4614
H 0.9373 1.9619 1.8382



Energies relative to the most stable structure are i 53.1; ii 0.0; iii 16.5; iv 10.7, reported in kcal/mol.